Entry 1:
27
Properties=species:S:1:pos:R:3:forces:R:3 method="wB97M-V/def2-TZVPD" orbital_gap_ev=10.4 molar_mass_g_mol=132.2 homo_energy_ev=-13.38 lumo_ha=-0.1109 total_charge=+1 total_energy_ev=-11081.7420
C -2.510210 0.821971 -0.763109 0.69 -0.11 0.25
C -1.426220 0.474045 0.294043 -1.49 -0.02 -0.20
C -1.023247 -0.994140 0.275604 0.07 -1.33 -0.70
C 0.397348 -1.252816 0.781399 -0.71 1.36 -0.37
C 0.611403 -1.030921 2.078837 0.06 -0.38 0.17
C 1.452588 -1.386155 -0.297611 0.58 -1.05 0.92
C 2.280772 -2.658552 -0.024086 -0.71 -0.45 0.09
N -0.225102 1.366160 0.103688 -0.57 -1.32 0.69
H -2.643053 -0.030498 -1.424998 -0.10 0.13 -0.15
H -3.466009 1.063978 -0.304896 0.05 -0.01 0.04
H -2.173741 1.681692 -1.344613 -0.22 -0.01 -0.17
H -1.851782 0.698013 1.267322 0.41 0.27 0.28
H -1.767311 -1.612899 0.773582 -0.08 0.39 0.78
H -1.186623 -1.409265 -0.726132 0.62 0.37 -0.25
H 1.582446 -0.963773 2.559953 0.03 -0.24 -0.21
H -0.245497 -0.985618 2.745663 0.09 0.20 0.00
H 0.998933 -1.471337 -1.276914 -0.10 0.24 -0.21
H 2.162421 -0.557474 -0.263822 -0.11 0.23 -0.18
H 1.673140 -3.567673 -0.031181 -0.33 0.20 -0.14
H 3.034808 -2.836757 -0.775475 0.51 0.25 0.03
H 2.656722 -2.629213 0.992815 0.56 0.15 -0.06
H -0.489848 2.340833 0.194881 0.30 0.09 -0.35
H 0.185266 1.145078 -0.800524 0.17 0.64 -0.16
H 0.428425 1.072035 0.838167 0.26 0.23 -0.02
H 0.160702 4.229143 -1.313182 -0.11 -0.34 0.01
H 0.828745 3.589926 -2.472509 -0.02 -0.38 -0.10
O 0.302526 3.347215 -1.698476 0.16 0.89 0.00

***

Entry 2:
84
Properties=species:S:1:pos:R:3:forces:R:3 method="wB97M-V/def2-TZVPD" orbital_gap_ev="6.7 / 5.7" molar_mass_g_mol=891.2 homo_energy_ev="-16.25 / -16.33" lumo_ha="-0.3511 / -0.3904" total_charge=+3 total_energy_ev=-200283.9096 spin_multiplicity=2
Ir 0.716405 -0.936999 0.409808 0.89 1.15 -0.83
Se -0.981306 -2.408002 1.256298 -0.77 -0.04 -0.01
Se 1.155542 -3.303044 1.726326 0.33 -0.67 0.30
C 1.419986 -1.874957 2.980465 -0.11 0.20 -0.08
C 1.782429 -2.009630 4.298230 0.03 -0.01 0.02
C 1.848293 -0.850228 5.070316 -0.01 -0.06 -0.01
C 1.504742 0.362334 4.498975 0.00 0.07 -0.03
C 1.132484 0.408445 3.165218 0.21 -0.01 0.02
N 1.128057 -0.688428 2.402301 -0.22 -0.25 0.32
C -1.539513 -3.701059 -0.074503 0.02 -0.03 0.02
C -2.512562 -4.593223 0.327376 -0.05 -0.05 -0.05
C -2.914470 -5.556702 -0.597624 0.00 0.04 0.06
C -2.320043 -5.569357 -1.844234 0.01 0.02 -0.02
C -1.347559 -4.619119 -2.140733 0.04 0.06 -0.05
N -0.957181 -3.685141 -1.270759 0.20 0.11 0.17
H 1.996574 -2.984819 4.714191 0.00 0.01 0.01
H 2.137307 -0.907684 6.111775 0.01 0.00 -0.01
H 1.515773 1.277335 5.075806 0.00 -0.02 0.00
H 0.851418 1.334849 2.684571 -0.03 0.02 -0.01
H -2.941098 -4.553233 1.320252 0.00 0.00 -0.02
H -3.673644 -6.281068 -0.333375 0.01 0.00 -0.01
H -2.596807 -6.300892 -2.590760 0.00 0.00 0.01
H -0.868219 -4.610411 -3.111980 0.01 0.03 0.02
O 0.484129 -1.327770 -1.663966 -0.64 -0.49 0.64
C 1.403612 -1.078296 -2.757520 0.05 0.11 0.12
C 2.518766 -2.091842 -2.799066 0.05 -0.09 -0.16
C 3.120815 -2.313549 -1.415726 -0.04 0.00 0.10
C 3.581744 -1.048265 -0.751183 0.05 -0.08 0.18
C 4.906124 -0.655187 -0.895301 -0.01 0.01 -0.03
C 5.390793 0.462614 -0.242695 -0.03 0.02 0.02
C 4.520577 1.174474 0.570137 0.07 -0.05 0.02
C 3.217986 0.747431 0.666910 -0.04 0.01 -0.12
N 2.728252 -0.326077 0.018467 -0.07 0.17 0.00
H 0.143416 -2.262238 -1.600051 -0.18 0.00 -0.78
H 1.780777 -0.073502 -2.570376 0.03 0.02 -0.04
H 0.828289 -1.065703 -3.682974 -0.05 -0.04 0.05
H 3.267285 -1.734699 -3.510443 0.04 0.01 0.05
H 2.169211 -3.049663 -3.191690 -0.06 0.03 0.03
H 3.960968 -3.002675 -1.483534 0.05 0.04 -0.04
H 2.386111 -2.796692 -0.771908 0.01 -0.07 -0.04
H 5.557921 -1.256964 -1.515242 -0.01 0.01 0.01
H 6.423909 0.764228 -0.355091 -0.01 -0.01 0.01
H 4.837193 2.052252 1.116487 0.01 -0.01 0.00
H 2.513837 1.299290 1.263298 -0.04 0.01 0.01
C -0.669446 4.447025 -0.457142 -0.04 0.04 -0.16
Si 0.636696 3.198063 -0.005099 -0.01 0.10 -0.02
C 1.443355 3.795701 1.578447 -0.10 -0.13 0.10
C 1.932403 3.001357 -1.341511 0.13 0.00 -0.04
Si -0.538651 1.091471 0.077358 0.38 -0.16 0.17
Si -2.625123 1.082185 1.494500 0.02 -0.14 -0.10
C -3.333506 2.784265 1.596113 -0.13 0.06 0.05
C -2.027056 0.607264 3.197719 0.04 0.00 0.10
C -3.758852 -0.259993 0.856847 -0.02 -0.08 0.00
Si -2.093601 1.146314 -1.957264 -0.18 -0.06 -0.01
C -3.512041 2.315036 -1.747086 -0.04 0.11 0.09
C -2.727902 -0.563741 -2.344060 0.01 -0.03 -0.06
C -0.946817 1.827623 -3.255829 0.15 0.01 -0.03
H -0.212877 5.441430 -0.441228 0.01 -0.02 0.01
H -1.495347 4.458603 0.254522 0.00 0.02 -0.01
H -1.068835 4.300133 -1.462079 -0.04 0.03 0.06
H 2.088680 4.645264 1.337531 -0.06 0.02 -0.08
H 2.078233 3.062666 2.072980 0.05 0.05 0.13
H 0.697254 4.155716 2.291393 0.04 -0.05 0.02
H 2.082778 3.960430 -1.844883 -0.01 0.00 0.02
H 1.671597 2.270339 -2.107353 0.00 0.01 -0.02
H 2.890642 2.709596 -0.905718 -0.09 0.07 -0.12
H -2.734437 3.423668 2.246128 0.01 0.00 -0.02
H -4.314698 2.662558 2.072868 0.03 0.06 0.01
H -3.496781 3.285128 0.648804 -0.02 0.03 0.01
H -1.472604 1.407786 3.687869 0.01 -0.02 -0.01
H -1.459417 -0.319156 3.253689 -0.01 -0.03 0.03
H -2.947867 0.451687 3.774481 0.02 0.03 0.00
H -4.663503 0.154329 0.407867 0.02 -0.02 -0.02
H -4.073509 -0.879743 1.701674 -0.02 0.02 -0.02
H -3.294645 -0.910395 0.110448 -0.06 0.04 0.11
H -4.289909 1.948191 -1.077689 0.02 0.05 -0.02
H -3.962942 2.408319 -2.742339 0.01 -0.05 0.00
H -3.210252 3.316682 -1.444706 -0.04 0.01 -0.03
H -3.789409 -0.641231 -2.101879 0.05 0.02 -0.02
H -2.194600 -1.360220 -1.831378 0.07 -0.09 -0.02
H -2.623259 -0.731602 -3.420638 0.03 0.00 0.02
H -0.446364 2.751770 -2.970668 -0.03 -0.02 0.00
H -1.612778 2.069855 -4.093567 0.03 -0.03 -0.02
H -0.202952 1.119493 -3.615568 0.02 -0.02 0.01

***

Entry 3:
77
Properties=species:S:1:pos:R:3:forces:R:3 method="wB97M-V/def2-TZVPD" orbital_gap_ev="5.2 / 4.4" molar_mass_g_mol=487.4 homo_energy_ev="-3.39 / -3.39" lumo_ha="0.0650 / 0.0371" total_charge=-1 total_energy_ev=-88606.9273 spin_multiplicity=3
N -3.439171 -6.348111 -0.579482 -0.23 -0.10 0.35
C -3.273346 -7.639679 -1.331298 -0.44 -0.46 -0.22
Ga -2.415384 -7.301125 -3.176353 0.31 -0.14 -0.07
C -0.441423 -6.593156 -3.050045 0.09 0.73 -0.10
C -0.559720 -4.966962 -3.014398 0.72 -2.87 1.12
O -0.540298 -4.528044 -4.404572 -1.81 2.74 0.37
C -1.500804 -3.544860 -4.681015 -1.85 -0.41 0.05
O -2.691161 -3.556041 -4.354266 3.31 0.12 -0.37
H -2.564238 -6.047215 -0.137973 -0.46 0.01 -0.59
H -3.804073 -5.623794 -1.212559 0.62 -0.41 0.37
H -4.337747 -8.031672 -1.536754 1.49 0.27 0.53
H -2.716998 -8.391010 -0.674142 -0.87 0.93 -0.71
H -3.259391 -6.117732 -3.897909 -0.01 -0.10 0.24
H -2.432790 -8.563832 -4.164722 0.00 -0.36 -0.03
H 0.137943 -6.946753 -3.974944 -0.61 0.76 1.28
H 0.103236 -6.978522 -2.129649 -0.52 0.59 -0.97
H -1.526231 -4.744686 -2.463719 1.18 0.28 -0.99
H 0.349069 -4.538239 -2.471748 -1.19 -0.05 -0.85
H -1.152660 -2.659537 -5.325592 0.21 -1.46 0.60
C -2.192721 1.494509 1.081534 -0.44 0.21 0.03
C -1.457294 0.218357 0.588384 0.45 1.78 0.88
C -0.797556 0.420633 -0.798408 -0.05 -0.35 -0.36
C -1.729875 0.295747 -1.994893 -0.07 0.10 0.00
C -2.557080 -0.980336 -1.903910 0.44 0.08 0.13
C -3.318795 -1.076247 -0.568101 -1.96 0.19 -0.80
N -2.415364 -0.925740 0.619475 2.72 -2.65 -1.30
O -1.694485 -2.062492 0.729714 -1.43 1.61 0.42
C -4.430237 0.001557 -0.578704 0.02 0.31 0.16
C -4.107533 -2.405504 -0.528398 0.54 -0.26 0.37
C -0.279004 0.086334 1.591677 -0.14 -0.74 -0.09
H -3.276880 1.437927 1.025056 0.07 -0.08 -0.21
H -2.001099 1.679520 2.143377 0.21 -0.10 -0.14
H -1.878497 2.383836 0.528350 0.04 -0.06 0.02
H -0.006120 -0.327465 -0.929636 -0.13 -0.05 0.22
H -0.294455 1.392729 -0.835195 -0.06 -0.05 0.28
H -2.372898 1.179636 -2.067981 -0.05 -0.06 0.02
H -1.137847 0.277153 -2.915324 -0.01 0.04 0.06
H -3.258681 -1.012358 -2.741798 -0.13 -0.14 0.21
H -1.897502 -1.847646 -2.028565 -0.11 0.02 0.18
H -4.982301 0.005821 0.368442 0.13 0.01 -0.09
H -5.154751 -0.202094 -1.373694 0.21 -0.21 0.09
H -4.062164 1.008207 -0.772743 0.02 -0.01 0.09
H -3.467926 -3.281322 -0.652995 0.04 0.16 0.14
H -4.844247 -2.443089 -1.335614 0.18 0.25 0.02
H -4.651513 -2.507809 0.415884 0.13 0.02 -0.04
H -0.632310 -0.132993 2.603311 -0.08 -0.04 -0.13
H 0.283044 1.025262 1.636149 -0.25 0.01 -0.17
H 0.435018 -0.688780 1.304838 -0.21 -0.03 0.00
C 4.509536 4.335905 4.055495 -0.21 0.37 0.22
C 4.375499 3.403746 2.820267 1.31 0.33 1.62
C 5.292779 3.842686 1.651519 -0.20 -0.01 -0.47
C 4.766045 4.984544 0.794720 0.04 0.12 0.04
C 3.330110 4.716209 0.363113 0.33 -0.31 0.04
C 2.412609 4.429344 1.567419 -1.17 1.76 -0.11
N 2.935171 3.325607 2.436116 0.68 -2.55 -3.08
O 2.748449 2.164672 1.772800 -0.20 1.59 1.46
C 2.246012 5.748742 2.359908 0.15 0.08 0.28
C 0.983141 4.132572 1.057516 0.16 -0.68 0.06
C 4.968861 2.061784 3.330393 -0.60 -0.33 -0.48
H 3.668924 5.008955 4.203355 0.05 0.02 -0.22
H 4.543776 3.761382 4.986245 0.12 -0.10 -0.21
H 5.416252 4.944538 4.008500 -0.02 -0.08 -0.03
H 5.452413 2.988036 0.982623 -0.17 -0.07 0.18
H 6.283656 4.108177 2.033362 -0.16 -0.12 0.21
H 4.845664 5.932843 1.336473 -0.10 -0.03 -0.02
H 5.395977 5.091609 -0.093624 0.00 0.00 0.08
H 2.957313 5.578324 -0.197545 -0.21 -0.05 0.17
H 3.315561 3.870724 -0.335899 -0.06 -0.05 0.21
H 1.631762 5.594608 3.254407 0.13 -0.03 -0.10
H 1.741302 6.503366 1.747941 0.01 -0.28 -0.08
H 3.189933 6.201831 2.658572 -0.03 -0.08 0.06
H 0.948461 3.294191 0.358037 0.12 -0.04 0.20
H 0.574189 4.996637 0.526042 0.27 0.05 0.15
H 0.309403 3.913180 1.891692 0.11 -0.05 -0.06
H 4.351268 1.621008 4.117629 -0.03 0.09 -0.11
H 5.966448 2.229693 3.749118 -0.17 0.29 -0.05
H 5.085747 1.322704 2.534715 -0.19 0.10 0.03

***

Entry 4:
111
Properties=species:S:1:pos:R:3:forces:R:3 method="wB97M-V/def2-TZVPD" orbital_gap_ev="6.3 / 6.4" molar_mass_g_mol=983.4 homo_energy_ev="-10.02 / -10.02" lumo_ha="-0.1359 / -0.1324" total_charge=+1 total_energy_ev=-103407.1537
Al -0.163698 1.297172 1.128525 -0.58 0.70 0.83
N 2.288702 2.352472 4.222725 0.14 -0.16 0.09
C 1.266102 2.247672 3.374125 0.18 0.38 0.34
O 1.001402 1.173472 2.819525 0.40 -0.26 -0.07
C 0.421002 3.454272 3.097025 -0.20 -0.12 -0.28
C -0.681498 3.047172 2.121725 -0.26 -0.32 -0.07
H 2.889102 1.558872 4.390825 -0.11 0.04 -0.02
H 2.509302 3.225672 4.671725 -0.07 -0.03 -0.05
H 1.071302 4.220172 2.667825 0.01 0.05 0.03
H 0.029702 3.847672 4.040825 0.15 0.00 0.04
H -0.976398 3.917472 1.533125 0.05 -0.15 -0.10
H -1.580698 2.773172 2.692925 0.10 0.01 -0.07
S -1.141198 2.686672 -0.777475 -0.05 0.20 -0.27
C -0.618698 1.889572 -2.157175 0.05 2.34 -0.30
N -0.170898 2.548472 -3.230975 -0.29 -0.88 0.87
C 0.325102 1.820472 -4.376175 0.22 -0.66 -0.56
C -0.540798 0.591572 -4.585475 0.12 0.65 -0.44
N -0.573198 -0.186028 -3.364775 -0.05 0.62 0.65
C -0.591798 -1.622228 -3.525975 0.00 -0.61 0.08
C 0.620402 -2.079528 -4.299075 0.06 0.05 -0.13
C 1.849002 -1.472328 -4.067275 -0.12 -0.01 0.02
C 2.973902 -1.868728 -4.765475 0.02 0.04 0.05
C 2.882702 -2.888628 -5.697875 0.01 -0.09 -0.06
C 1.661702 -3.498728 -5.934275 0.00 -0.06 0.00
C 0.530802 -3.090828 -5.244275 -0.05 0.07 0.10
C -0.705698 0.432872 -2.186975 -0.18 -2.24 -0.07
S -1.062498 -0.413528 -0.785875 0.00 -0.03 -0.22
C -0.087598 3.993572 -3.309675 -0.05 0.64 0.07
C -0.984998 4.525672 -4.401675 0.04 -0.03 -0.09
C -2.351598 4.272672 -4.350875 0.10 -0.01 0.03
C -3.184398 4.728772 -5.355875 -0.11 -0.05 0.03
C -2.663398 5.445672 -6.420775 0.05 0.04 -0.03
C -1.306398 5.714172 -6.468775 0.00 0.05 -0.09
C -0.468198 5.251172 -5.467575 0.00 -0.06 0.16
H 1.377802 1.537072 -4.211675 -0.22 0.08 0.02
H 0.270102 2.467572 -5.253575 -0.04 -0.05 0.10
H -0.137498 -0.029528 -5.384975 0.00 0.09 0.08
H -1.561098 0.894572 -4.854175 0.06 -0.05 -0.01
H -1.507898 -1.916128 -4.051375 0.01 0.03 0.09
H -0.608098 -2.072328 -2.529075 -0.04 0.06 -0.18
H 1.919702 -0.685628 -3.329775 0.12 0.08 0.07
H 3.918302 -1.379828 -4.578075 0.10 0.05 0.04
H 3.761402 -3.204728 -6.238275 0.07 -0.04 -0.08
H 1.579202 -4.291428 -6.660975 0.03 -0.08 -0.10
H -0.423298 -3.558428 -5.443575 -0.09 -0.06 -0.03
H 0.951802 4.270072 -3.511975 -0.02 -0.07 0.09
H -0.388498 4.398372 -2.342075 0.20 -0.04 -0.14
H -2.756598 3.722572 -3.512875 -0.09 -0.07 0.09
H -4.244698 4.531872 -5.306775 -0.09 -0.03 0.01
H -3.315398 5.794872 -7.206775 -0.04 0.05 -0.06
H -0.893198 6.285272 -7.286175 0.02 0.04 -0.09
H 0.590902 5.465172 -5.513075 0.10 -0.01 0.01
C 5.712902 -0.821028 1.159925 -0.37 0.20 0.05
C 4.683802 0.275272 1.390125 1.00 0.27 0.21
O 3.374702 -0.174828 1.101825 -0.49 -0.03 -0.80
P 2.581502 0.198572 -0.250975 -1.25 -0.15 1.08
O 1.286702 0.878772 0.279125 1.43 -0.06 -0.84
Te 3.770202 1.322072 -1.912075 -0.13 -0.05 0.14
O 1.993202 -1.238128 -0.667675 0.01 0.62 -0.10
C 2.893802 -2.312828 -0.914875 0.43 -0.63 -0.14
C 2.116302 -3.548928 -1.329775 0.07 0.41 0.07
H 6.681802 -0.491228 1.524725 0.13 0.01 0.01
H 5.798402 -1.061828 0.102525 0.00 0.01 -0.10
H 5.418102 -1.715828 1.702825 0.04 -0.13 0.07
H 4.919802 1.158872 0.778525 -0.05 -0.17 0.23
H 4.680402 0.563072 2.447625 -0.02 0.04 -0.15
H 3.446402 -2.509628 0.008525 0.04 0.02 -0.07
H 3.604302 -2.030428 -1.702875 -0.04 0.05 0.13
H 1.301302 -3.719728 -0.631875 -0.06 -0.14 0.08
H 2.790302 -4.401528 -1.325075 0.00 -0.13 0.01
H 1.711202 -3.435628 -2.330975 -0.05 -0.03 -0.06
C -3.039498 1.011072 4.858625 0.07 -0.06 -0.27
C -2.005998 -0.088528 5.043625 0.20 -0.01 -0.48
C -0.796598 0.475472 5.776625 0.09 -0.11 -0.23
C -2.602698 -1.221028 5.863925 0.03 -0.12 -0.24
Sb -1.353398 -0.735528 2.947125 -0.57 -0.69 0.33
C -3.253498 -1.655728 2.070025 0.41 0.15 0.27
C -4.222998 -2.232628 3.085725 0.20 0.10 0.08
C -2.861398 -2.756728 1.099025 0.23 0.11 0.10
C -3.917998 -0.497928 1.336525 0.27 0.12 0.06
C 0.204802 -2.369328 3.276325 -0.37 0.24 -0.01
C 1.462402 -1.711228 3.825425 -0.14 0.23 -0.09
C 0.519802 -2.935228 1.901425 -0.23 0.23 -0.01
C -0.261698 -3.476028 4.207125 -0.17 0.22 -0.02
H -3.423598 1.328572 5.829225 0.00 0.03 0.13
H -3.883198 0.663372 4.267725 -0.16 0.04 -0.05
H -2.604998 1.877972 4.363725 -0.04 0.13 -0.03
H -1.125498 1.033072 6.655825 -0.07 0.02 0.08
H -0.224198 1.149672 5.142925 0.10 0.08 0.07
H -0.145898 -0.325528 6.119525 0.16 -0.01 0.03
H -2.673498 -0.912528 6.907625 0.01 0.10 0.13
H -1.992398 -2.117528 5.824625 0.00 -0.11 0.09
H -3.602898 -1.469328 5.530025 -0.09 -0.10 0.01
H -3.753198 -3.003428 3.691625 -0.03 -0.08 0.15
H -5.057698 -2.691728 2.554425 -0.11 -0.06 -0.10
H -4.636398 -1.461828 3.729525 -0.06 0.02 0.13
H -2.540398 -3.642628 1.643425 0.10 -0.13 -0.04
H -2.068398 -2.436828 0.427525 0.03 -0.18 -0.10
H -3.719498 -3.038228 0.488125 -0.17 -0.01 -0.06
H -4.173498 0.306972 2.025125 -0.07 0.11 0.00
H -4.838898 -0.832228 0.856725 -0.11 -0.09 -0.04
H -3.263998 -0.091628 0.564425 -0.10 0.09 -0.05
H 1.855002 -0.994428 3.108225 0.14 0.03 0.05
H 2.226202 -2.470628 4.005325 0.02 -0.16 -0.01
H 1.273602 -1.201128 4.767425 0.06 0.07 0.10
H 0.707002 -2.127528 1.194525 0.09 -0.08 -0.20
H -0.293198 -3.552728 1.530825 -0.05 -0.07 -0.13
H 1.415002 -3.558128 1.955125 0.12 -0.05 0.04
H -0.315098 -3.129628 5.236525 -0.07 -0.04 0.10
H 0.454502 -4.298428 4.181125 0.12 -0.09 -0.04
H -1.230698 -3.870728 3.906325 -0.11 -0.10 0.07